(1)
C8H16N2 | ωB97M-V/def2-TZVPD

CARTESIAN COORDINATES (ANGSTROEM)
1 C -0.6650 -0.8636 -0.6737
2 C -0.7905 0.2867 -1.6752
3 C -1.8657 -0.8986 0.2754
4 C -0.5979 -2.1818 -1.4646
5 N 0.6163 -0.7089 0.1188
6 N 1.1706 -1.6969 0.6899
7 H 0.5744 -2.5286 0.6848
8 H -1.0103 1.2254 -1.1755
9 H 0.1290 0.3966 -2.2492
10 H -2.7841 -1.0597 -0.2892
11 H -1.7700 -1.6984 1.0115
12 H -1.9297 0.0531 0.8018
13 H -1.5032 -2.2830 -2.0644
14 H 0.2734 -2.2013 -2.1213
15 H -0.5823 -3.0588 -0.8171
16 H -1.6109 0.0745 -2.3612
17 C -0.0356 2.7376 1.6482
18 C 2.5884 0.7458 0.6357
19 C 1.0970 0.6719 0.6151
20 C 0.1076 1.4437 0.9583
21 H 0.9058 3.1861 1.9956
22 H -0.6894 2.6203 2.5173
23 H -0.5383 3.4579 0.9958
24 H 2.9094 1.7166 1.0094
25 H 3.0017 -0.0173 1.2971
26 H 2.9993 0.5808 -0.3632

Frontier orbital gap (spin up / spin down): 6.302 / 9.141 eV
LUMO (spin up / spin down): -0.1382 / 0.8455 eV
Energy above the lowest of the compared OMol25 structures with the same formula, charge and spin: 475.44 kJ/mol
E_HOMO (spin up / spin down): -6.44 / -8.30 eV

***

(2)
C5H12N2O | ωB97M-V/def2-TZVPD

CARTESIAN COORDINATES (ANGSTROEM)
1 C -1.6736 -1.5164 -0.4274
2 N -0.3490 -1.0830 -0.1309
3 C 0.4656 -2.0979 0.5892
4 C -0.6267 1.0132 -1.4604
5 C 0.2246 0.2629 -0.3139
6 C 0.5564 0.9873 0.9714
7 N 1.5774 2.0149 0.6899
8 O -1.9203 -2.6859 -0.0872
9 H -2.4604 -0.8796 -0.7538
10 H 0.7058 -2.8849 -0.1749
11 H 1.2887 -1.6132 1.2095
12 H -0.1772 -2.5732 1.3763
13 H -1.5612 0.7012 -1.9457
14 H 0.0793 1.2904 -2.2563
15 H -0.7714 2.1016 -0.9226
16 H 1.2493 0.0955 -0.8046
17 H -0.4073 1.3296 1.4503
18 H 0.9224 0.2423 1.6760
19 H 1.6449 2.6762 1.3692
20 H 1.2327 2.6191 -0.0541

Frontier orbital gap: 9.937 eV
LUMO: 0.8623 eV
SMILES: C[C@@H](CN)N(C)C=O
Energy above the lowest of the compared OMol25 structures with the same formula, charge and spin: 268.49 kJ/mol
E_HOMO: -9.07 eV

***

(3)
C24H50BClF4P2Si2W | ωB97M-V/def2-TZVPD

CARTESIAN COORDINATES (ANGSTROEM)
1 W -0.0209 -0.1964 -0.1096
2 C -1.1948 -1.7485 1.1858
3 C -1.9502 -1.4664 0.0110
4 C -1.1433 -1.9224 -1.1269
5 Si -3.7143 -0.7506 0.2551
6 C 0.0782 -2.4365 -0.6285
7 C 0.0624 -2.3181 0.8308
8 Si 1.2366 -2.7981 2.2717
9 H -1.5113 -1.5101 2.2126
10 H -1.4995 -1.9741 -2.1585
11 H 0.8443 -2.9648 -1.2024
12 Cl 2.5750 2.6295 -3.6653
13 C 0.3731 -3.0662 3.9086
14 C 2.1596 -4.3491 1.8177
15 C -4.4443 -1.0726 1.9492
16 C -4.8616 -1.4659 -1.0266
17 H 1.5073 -5.2030 2.0618
18 H 3.0847 -4.4566 2.4039
19 H 2.4118 -4.4070 0.7514
20 H -0.0860 -2.1414 4.2835
21 H 1.0826 -3.4178 4.6730
22 H -0.4112 -3.8307 3.8091
23 H -5.1852 -2.4579 -0.6723
24 H -4.3910 -1.5942 -2.0093
25 H -5.7644 -0.8487 -1.1515
26 H -4.4664 -2.1506 2.1660
27 H -5.4800 -0.7053 2.0114
28 H -3.8710 -0.5720 2.7411
29 C 2.3393 -1.2709 2.4252
30 C -3.4271 1.1081 0.0722
31 P 2.5044 -0.4448 0.8257
32 H 3.3366 -1.5662 2.7851
33 H 1.8956 -0.5625 3.1502
34 P -2.0233 1.4371 -1.0310
35 H -3.2188 1.5442 1.0677
36 H -4.3310 1.5793 -0.3420
37 C -2.0855 3.3420 -1.2985
38 C -2.7001 0.9196 -2.7215
39 C 3.5658 -1.6600 -0.1630
40 C 3.8800 0.8233 1.1425
41 C 3.1735 2.1441 1.2606
42 H 4.5107 0.7732 0.2324
43 C 4.7227 0.6853 2.4193
44 H 4.0944 0.7529 3.3216
45 H 5.3916 1.5575 2.4459
46 H 5.3379 -0.2181 2.4941
47 H 2.4502 2.3148 0.4512
48 H 3.9064 2.9605 1.3184
49 H 2.6244 2.1631 2.2074
50 H 2.9558 -2.5724 -0.1702
51 C 4.9204 -1.9756 0.4815
52 C 3.7501 -1.1541 -1.5944
53 H 4.8635 -2.3049 1.5265
54 H 5.6042 -1.1184 0.4175
55 H 5.3600 -2.7998 -0.0953
56 H 2.8256 -1.1539 -2.1804
57 H 4.4653 -1.8123 -2.1013
58 H 4.1497 -0.1308 -1.6268
59 H -2.9455 -0.1399 -2.5720
60 C -1.6014 1.0507 -3.7766
61 C -3.9634 1.6721 -3.1410
62 H -4.7763 1.6444 -2.4052
63 H -4.3322 1.1841 -4.0518
64 H -3.7398 2.7182 -3.3876
65 H -0.7730 0.3484 -3.6362
66 H -1.1673 2.0599 -3.7992
67 H -2.0484 0.8541 -4.7572
68 C -1.0276 4.0188 -0.4530
69 C -3.4030 4.0208 -0.9145
70 H -1.9140 3.4189 -2.3880
71 H -3.5989 3.9012 0.1599
72 H -4.3149 3.7275 -1.4541
73 H -3.2601 5.0973 -1.0736
74 H -1.2581 3.8434 0.6016
75 H -1.1020 5.1094 -0.6269
76 H -0.0252 3.6056 -0.6031
77 C 0.9928 0.6390 -1.7390
78 H 1.1860 0.0888 -2.6756
79 H 0.4777 1.5759 -2.0292
80 H 1.9814 0.9662 -1.3557
81 F 0.3081 1.9084 0.3918
82 B 0.7034 4.1402 2.3012
83 F 1.6208 4.4485 1.3901
84 F 0.8666 3.0994 3.1204
85 F -0.3259 4.9753 2.5377

Frontier orbital gap (spin up / spin down): 5.327 / 4.672 eV
2S+1: 3
LUMO (spin up / spin down): -0.6787 / -1.3269 eV
E_HOMO (spin up / spin down): -6.01 / -6.00 eV
<S²>: 2.02

***

(4)
C5H13NO | ωB97M-V/def2-TZVPD

CARTESIAN COORDINATES (ANGSTROEM)
1 C -0.4022 0.7454 -1.5176
2 C 0.9315 0.8977 -2.1972
3 C 0.2947 1.4662 0.5743
4 O -0.9358 -0.4038 -1.4370
5 H -0.6693 -0.9508 -0.2415
6 H -1.0720 1.6119 -1.5729
7 H 1.3835 1.8699 -1.9990
8 H 1.6112 0.1047 -1.8840
9 H 0.7747 0.8048 -3.2754
10 H 0.3164 2.3974 0.0164
11 H -0.4369 1.6167 1.3690
12 H 1.2961 1.3442 0.9818
13 N -1.5493 -1.1259 1.7735
14 C -0.4096 -1.2260 0.9788
15 C 0.6562 -1.9894 1.2572
16 H -2.4159 -1.0038 1.2722
17 H -1.6166 -1.7687 2.5504
18 H -0.0091 0.1706 0.5847
19 H 0.7462 -2.5591 2.1747
20 H 1.5062 -2.0020 0.5916

Frontier orbital gap: 9.104 eV
LUMO: 1.0298 eV
SMILES: C=CN.CC=O.C
Energy above the lowest of the compared OMol25 structures with the same formula, charge and spin: 491.74 kJ/mol
E_HOMO: -8.07 eV

***

Electronic energy per entry: -423.7585; -382.4003; -3157.9507; -328.1316 a.u.